This record from the OMol25 dataset describes a structure of composition C51H82GeN8O3P3STi at a distorted geometry. The level of theory is wB97M-V/def2-TZVPD.

Summary:
E_HOMO (alpha / beta) ... -10.98 / -11.16 eV
<S²> ... 3.791
Spin multiplicity ... 4
Charge ... +2

Geometry (Å):
Ti: 0.36973 -1.60924 0.02759
C: 0.08390 -3.28464 4.04272
C: 1.22287 -2.26260 4.03732
C: 1.14840 -1.40104 5.30239
P: 1.37214 -1.32847 2.43213
C: 0.94676 0.41983 2.91387
N: 0.40381 1.28646 1.86738
Ge: -0.98246 0.73192 0.63005
N: -2.13034 2.40530 -0.52971
C: -2.19229 2.45633 -1.99635
P: -0.61533 1.97279 -2.81820
C: 0.43558 3.45915 -2.47347
C: 1.51269 3.57146 -3.55244
C: -0.25554 4.79791 -2.20421
C: -1.16136 2.08446 -4.57717
C: -2.04750 0.86969 -4.89274
C: -1.83401 3.37510 -5.04646
C: -3.13595 2.99406 0.10734
C: -4.33436 3.49879 -0.50727
C: -5.34839 3.96944 0.27095
C: -5.23066 3.97581 1.68055
C: -4.07057 3.54284 2.30231
C: -3.00868 3.10366 1.53082
N: -1.78689 2.65653 2.04623
C: -0.57542 3.44341 1.90270
C: -0.54906 4.81933 1.81196
C: 0.67725 5.47215 1.91829
C: 1.82468 4.73057 2.16294
C: 1.78960 3.33699 2.19783
C: 0.58751 2.66444 1.99467
C: -1.90803 1.97596 3.32150
C: -1.73351 2.62515 4.52498
C: -1.96733 1.94689 5.71691
C: -2.39939 0.63085 5.65904
C: -2.53314 -0.03274 4.44145
C: -2.23961 0.62310 3.23547
N: -2.19052 0.01287 1.98557
C: -2.58819 -1.39113 2.00524
P: -2.14956 -2.34007 0.50019
C: -2.25025 -4.08871 1.10391
C: -3.17409 -4.35661 2.29394
C: -2.57461 -5.05007 -0.04856
C: -3.59046 -2.10809 -0.63902
C: -4.97103 -2.42672 -0.06501
C: -3.55890 -0.67246 -1.18975
C: 3.21469 -1.30424 2.19968
C: 3.72338 -2.72649 1.92002
C: 4.01608 -0.68387 3.33927
H: 0.22328 -3.99418 4.86190
H: 0.03093 -3.85396 3.11412
H: -0.87714 -2.79082 4.20631
H: 2.15709 -2.82340 4.07101
H: 0.17988 -0.90737 5.39193
H: 1.92623 -0.63906 5.35485
H: 1.26549 -2.04940 6.17471
H: 1.83438 0.87158 3.34975
H: 0.21914 0.32164 3.72475
H: -2.40296 3.48493 -2.28859
H: -3.00819 1.83460 -2.37367
H: 0.94347 3.17707 -1.54837
H: 1.11626 4.01040 -4.47214
H: 1.94360 2.59670 -3.81030
H: 2.32798 4.21083 -3.20559
H: -0.84887 5.15054 -3.04991
H: 0.50141 5.56016 -1.99910
H: -0.90084 4.75184 -1.32350
H: -0.23133 1.95803 -5.13884
H: -3.04813 0.98400 -4.46418
H: -1.62294 -0.06037 -4.50244
H: -2.17497 0.75810 -5.97157
H: -2.76913 3.56243 -4.51038
H: -2.08670 3.29743 -6.10746
H: -1.19202 4.24662 -4.93030
H: -4.44495 3.49163 -1.58088
H: -6.25511 4.33599 -0.19329
H: -6.05076 4.34529 2.28301
H: -3.97742 3.57187 3.37921
H: -1.47122 5.38334 1.71328
H: 0.72228 6.55221 1.86937
H: 2.76045 5.25337 2.33175
H: 2.69075 2.75978 2.37542
H: -1.43059 3.66722 4.52652
H: -1.84289 2.44844 6.66721
H: -2.62782 0.09825 6.57500
H: -2.87178 -1.05952 4.44486
H: -3.65152 -1.49558 2.23420
H: -2.04364 -1.92309 2.78771
H: -1.22582 -4.29527 1.41184
H: -4.21520 -4.12014 2.07043
H: -2.88301 -3.80137 3.18505
H: -3.12891 -5.41875 2.55041
H: -3.63554 -5.02542 -0.30484
H: -2.33711 -6.07526 0.24835
H: -2.01221 -4.83292 -0.96150
H: -3.40360 -2.79265 -1.47355
H: -5.18038 -1.85431 0.84112
H: -5.10280 -3.48341 0.16098
H: -5.73390 -2.15397 -0.79907
H: -3.72820 0.05280 -0.38695
H: -4.34884 -0.53707 -1.93387
H: -2.59896 -0.43229 -1.66069
H: 3.35652 -0.69901 1.30144
H: 3.79806 -3.30944 2.84068
H: 4.73183 -2.68638 1.49906
H: 3.08677 -3.27584 1.22504
H: 3.85851 -1.20421 4.28671
H: 3.79848 0.37483 3.48523
H: 5.08208 -0.76080 3.10818
C: -0.32242 -5.19206 -3.77800
N: 0.26095 -4.88900 -2.46210
C: 0.89276 -6.00788 -1.74838
C: 0.13454 -3.71096 -1.88775
O: 0.42690 -3.50910 -0.69722
C: -0.44811 -2.53467 -2.67463
O: 0.02566 -1.29771 -2.11697
C: 1.31678 -0.88862 -2.63956
C: 2.40156 -1.67090 -1.91422
O: 2.28916 -1.73641 -0.67060
N: 3.40754 -2.22074 -2.55497
C: 4.43787 -2.91650 -1.76927
C: 3.51789 -2.23446 -4.02333
H: -0.63267 -6.23339 -3.77521
H: 0.39886 -5.05177 -4.58338
H: -1.20360 -4.58546 -3.96719
H: 1.71571 -6.39475 -2.34777
H: 0.16460 -6.80329 -1.59246
H: 1.26166 -5.66772 -0.78941
H: -1.53192 -2.51982 -2.56998
H: -0.19472 -2.59619 -3.73146
H: 1.44118 0.15036 -2.34575
H: 1.32491 -0.96473 -3.72206
H: 4.59608 -2.38867 -0.83480
H: 5.36057 -2.93314 -2.34292
H: 4.13195 -3.93759 -1.54447
H: 2.57953 -2.51932 -4.49218
H: 4.26418 -2.97270 -4.30024
H: 3.83182 -1.26483 -4.40894
C: 5.45982 1.34337 -2.64275
N: 5.36061 2.36873 -1.61911
C: 6.29450 3.38327 -1.39214
C: 5.83003 4.12412 -0.37627
N: 4.62681 3.54563 0.00651
C: 4.32639 2.47012 -0.75015
S: 2.94924 1.48240 -0.61939
H: 6.38882 1.49001 -3.18699
H: 4.61585 1.41550 -3.32718
H: 5.45214 0.35578 -2.18107
H: 7.19429 3.47729 -1.97618
H: 6.24047 4.99295 0.10766
H: 3.98065 3.90006 0.69509

=====

This record from the OMol25 dataset describes a cluster of 14 separate species, C51H84O33 in total at a distorted geometry. The level of theory is wB97M-V/def2-TZVPD.

Summary:
E_HOMO ... -8.85 eV
Spin multiplicity ... 1
Charge ... 0

Geometry (Å):
C: 1.79023 2.66799 2.27848
O: 1.49062 4.00374 2.71909
C: 2.42516 4.52000 3.49946
O: 3.42219 3.92532 3.87280
O: 2.10392 5.74911 3.83104
C: 2.96074 6.54281 4.58517
H: 0.98212 2.15810 1.85725
H: 2.11191 2.09095 3.15685
H: 2.69030 2.68979 1.66944
H: 2.96769 6.19057 5.62095
H: 2.58322 7.54901 4.56195
H: 3.93983 6.56418 4.17284
C: 5.30277 -3.29176 0.59194
O: 5.40502 -3.37792 1.99238
C: 5.09099 -4.55796 2.49686
O: 4.65802 -5.50618 1.84370
O: 5.36091 -4.68065 3.81533
C: 5.88366 -3.53194 4.44351
H: 4.40750 -3.84123 0.18376
H: 6.21065 -3.79282 0.17941
H: 5.32009 -2.27772 0.23114
H: 6.09352 -3.78923 5.52327
H: 5.15825 -2.73480 4.42722
H: 6.86455 -3.34688 3.91253
C: -2.64852 -2.07368 -1.35443
O: -3.63580 -3.02058 -1.84847
C: -3.22553 -4.23257 -1.95093
O: -2.08177 -4.62159 -1.81054
O: -4.27227 -5.02413 -2.37337
C: -3.88333 -6.44164 -2.57549
H: -3.10403 -1.09127 -1.44630
H: -1.67612 -2.13967 -1.90754
H: -2.54664 -2.41654 -0.31531
H: -4.83155 -6.93183 -2.85911
H: -3.56525 -6.84589 -1.66513
H: -3.13308 -6.57457 -3.31191
C: -4.97425 -0.89806 -4.06696
O: -5.62214 0.39578 -3.95042
C: -4.98609 1.18211 -3.05735
O: -4.19635 0.82789 -2.21970
O: -5.29373 2.48247 -3.27648
C: -4.81846 3.41429 -2.28368
H: -3.86537 -0.80133 -3.90403
H: -5.14036 -1.18670 -5.11254
H: -5.38852 -1.64184 -3.41121
H: -4.49337 4.28394 -2.84941
H: -4.03197 3.02899 -1.60244
H: -5.71713 3.58385 -1.70790
C: -3.31682 -3.46768 2.52959
O: -2.34019 -4.38092 1.96473
C: -1.09239 -4.12580 2.25802
O: -0.69451 -3.18093 2.85273
O: -0.39714 -5.14495 1.71395
C: 0.92973 -5.31270 1.92724
H: -4.21040 -3.99170 2.85121
H: -3.64672 -2.78787 1.75198
H: -2.92202 -3.04640 3.46732
H: 1.28866 -4.43132 2.31169
H: 1.40717 -5.59419 0.98016
H: 1.14471 -6.13552 2.66843
C: 3.84812 -7.34799 -1.25360
O: 2.70502 -7.21567 -2.13211
C: 2.45606 -5.89121 -2.46226
O: 3.17929 -4.97729 -2.23496
O: 1.33548 -5.85846 -3.14994
C: 0.68368 -4.56207 -3.31187
H: 4.80177 -6.99821 -1.70277
H: 3.92742 -8.42934 -1.17539
H: 3.67406 -6.78422 -0.31088
H: 1.37934 -3.96423 -3.95762
H: 0.42524 -4.08701 -2.34847
H: -0.15647 -4.86847 -3.92858
C: -0.30801 0.28035 -3.74495
O: -1.28739 -0.46503 -4.45610
C: -0.79222 -1.37653 -5.33301
O: 0.32113 -1.84758 -5.27861
O: -1.77730 -1.69719 -6.11913
C: -1.38667 -2.69770 -7.06271
H: 0.69848 0.26478 -4.23555
H: -0.12617 -0.25829 -2.83786
H: -0.67801 1.31694 -3.75959
H: -2.31895 -2.86379 -7.65272
H: -1.04184 -3.60873 -6.64826
H: -0.55161 -2.30039 -7.63106
C: -2.68014 5.24624 3.42131
O: -2.94437 4.10380 2.59642
C: -4.17788 3.73598 2.24526
O: -5.16869 4.37008 2.52910
O: -4.09943 2.59451 1.56560
C: -5.41090 2.17101 1.12587
H: -3.19636 5.25581 4.41864
H: -3.08793 6.17818 2.93716
H: -1.57582 5.29730 3.43682
H: -6.03824 1.91811 1.99475
H: -5.24456 1.30672 0.40736
H: -5.81279 3.03288 0.61271
C: 0.57539 6.36009 0.64495
O: 0.48035 5.16913 -0.00107
C: 1.63135 4.55032 -0.42167
O: 2.73966 4.99246 -0.26150
O: 1.22560 3.41207 -0.93036
C: 2.26873 2.43690 -1.36634
H: -0.02433 6.24311 1.55717
H: 0.09808 7.04615 -0.04788
H: 1.57300 6.68972 0.83334
H: 2.05190 2.06011 -2.35098
H: 2.29375 1.67389 -0.60743
H: 3.25855 2.95351 -1.38424
C: -1.75814 1.23126 0.32348
O: -0.67238 0.57607 -0.36908
C: -0.00184 -0.37121 0.30790
O: 0.05910 -0.55408 1.49818
O: 0.69165 -1.00786 -0.58300
C: 1.16225 -2.25702 -0.10597
H: -2.37870 1.60631 -0.53652
H: -1.41181 2.03671 0.93152
H: -2.29784 0.54021 0.95347
H: 1.72094 -2.28821 0.81969
H: 1.90735 -2.60444 -0.89516
H: 0.27164 -2.85288 -0.18087
C: 2.93372 -0.78337 3.81958
O: 3.85863 0.20917 3.30181
C: 3.98001 0.16662 1.95732
O: 3.39407 -0.50074 1.14007
O: 4.79057 1.13352 1.55318
C: 5.54976 1.87272 2.56497
H: 1.99230 -0.83344 3.29481
H: 2.74797 -0.38449 4.84982
H: 3.27991 -1.83270 3.86066
H: 4.93747 2.19127 3.35586
H: 5.99993 2.66025 1.99758
H: 6.34712 1.26773 2.99296
C: 5.12143 0.28418 -3.59936
C: 4.59734 0.06904 -2.27547
C: 3.55588 -0.79637 -2.03966
C: 2.96701 -1.43624 -3.14015
C: 3.51011 -1.32012 -4.42794
C: 4.58561 -0.39944 -4.67028
H: 5.97145 0.88793 -3.72265
H: 4.94432 0.61101 -1.41444
H: 3.20520 -0.79928 -1.04207
H: 2.13197 -2.07842 -3.14036
H: 2.96578 -1.73119 -5.27735
H: 4.77105 -0.15080 -5.66779
C: -3.88157 -0.12293 5.14922
C: -3.17943 -1.15284 5.65247
C: -1.82725 -1.29828 5.33689
C: -1.25949 -0.40882 4.37991
C: -2.01570 0.60019 3.81439
C: -3.28604 0.74475 4.22784
H: -4.89645 0.00826 5.51725
H: -3.76641 -1.81272 6.32480
H: -1.11328 -2.12602 5.62686
H: -0.23828 -0.65972 3.98911
H: -1.56292 1.30462 3.10435
H: -3.87443 1.55419 3.78168
C: -2.47082 6.26085 -3.04971
C: -2.01841 5.50881 -1.97937
C: -2.66713 5.54808 -0.78302
C: -3.67397 6.47193 -0.59667
C: -4.06303 7.35121 -1.59462
C: -3.49153 7.21745 -2.82683
H: -2.01066 6.13071 -4.05388
H: -1.08750 4.94725 -1.97949
H: -2.26738 4.92296 0.00322
H: -4.16953 6.52128 0.38850
H: -4.81795 8.07298 -1.35199
H: -3.77941 7.91343 -3.62546

=====

What is the charge in the first record?
+2

=====

Which of these has the lowest spin multiplicity?
C51H84O33